1.
C31H33Cl44NO5P | ωB97M-V/def2-TZVPD

Computed properties:
LUMO energy in eV: -4.77
Frontier orbital gap in eV: 6.25
HOMO level in eV: -11.02

Structure (ORCA input):
```
! RIJCOSX wB97M-V def2-TZVPD def2/J DEFGRID3
* xyz 1 1
O -1.0238 1.6791 2.0344
C -0.6523 1.5843 0.8560
O -0.6256 2.7684 0.0898
C -1.8411 2.9577 -0.6360
C -3.1858 2.3368 -0.2737
C -4.4353 2.5743 -1.1544
C -4.2953 3.4484 -2.3857
C -2.9592 4.1205 -2.7601
C -1.7407 3.8735 -1.8779
C -0.3002 0.1376 0.3306
C -1.3555 -0.6497 -0.4433
C -1.0222 -2.0570 -0.9052
P -2.4260 -2.9809 -1.8557
O -1.8333 -3.5881 -3.3293
O -3.5452 -1.7412 -2.2601
N 0.2656 -2.6531 -0.6270
Cl 0.4513 -4.2894 -1.1818
C 1.3286 -1.9898 0.0573
C 2.7359 -2.6251 0.3695
C 3.5218 -3.1777 -0.9100
C 3.2053 -2.4201 -2.2705
Cl 4.0854 -0.7914 -2.4153
C 1.0642 -0.5566 0.5630
C 2.1346 0.2937 1.3824
C 3.0050 1.1803 0.3727
O 2.2230 1.5848 -0.7860
H -3.3001 1.6822 0.6518
H -5.4075 2.0719 -0.8334
H -5.2113 3.6233 -3.0382
H -2.9049 4.7657 -3.6967
H -0.7298 4.3578 -2.1120
H -2.3693 -0.1555 -0.6184
H -1.5983 -2.8571 -3.9518
H -3.1302 -1.1011 -2.8929
H 3.4439 -1.9449 0.9376
H 2.5480 -3.5264 1.0581
H 3.2382 -4.2771 -1.0557
H 4.6525 -3.1880 -0.7275
H 3.6588 -3.0587 -3.1070
H 2.0994 -2.3351 -2.5220
H 2.7334 -0.4000 2.0474
H 1.6047 1.0277 2.0868
H 3.9092 0.5759 0.0525
H 3.3153 2.1583 0.8770
H 2.3520 0.9512 -1.5211
C -7.9239 0.0615 -0.0480
Cl -7.6897 0.3223 1.6857
Cl -8.6851 1.4738 -0.7920
Cl -6.3818 -0.2998 -0.8368
H -8.5839 -0.7929 -0.1799
C 0.1156 -5.8473 -5.4714
Cl 0.2632 -5.5250 -3.7394
Cl 0.3898 -4.3604 -6.3874
Cl 1.2388 -7.1141 -5.9861
H -0.8971 -6.1912 -5.6696
C 3.8188 -7.1770 -3.1838
Cl 3.9841 -6.9124 -1.4414
Cl 4.1142 -5.6776 -4.0788
Cl 4.9196 -8.4480 -3.7237
H 2.7993 -7.4987 -3.3851
C -7.6530 -1.2681 -4.7867
Cl -7.4748 0.0050 -6.0015
Cl -6.1806 -1.4148 -3.8182
Cl -9.0491 -0.9462 -3.7490
H -7.8194 -2.2115 -5.3015
C -1.5343 -0.2737 5.1504
Cl -2.4827 -1.6120 4.4857
Cl -2.1928 0.2414 6.7081
Cl 0.1654 -0.7397 5.3189
H -1.5926 0.5643 4.4592
C 3.2681 4.6378 -0.7405
Cl 3.4685 4.9914 0.9834
Cl 2.5049 5.9995 -1.5684
Cl 4.8277 4.2528 -1.4811
H 2.6203 3.7702 -0.8388
C 0.2986 6.6422 -4.9131
Cl 0.0379 6.0323 -6.5525
Cl -0.3902 5.5244 -3.7213
Cl 2.0206 6.8971 -4.6080
H -0.2090 7.5995 -4.8192
C 3.6514 -2.0056 7.0909
Cl 4.8716 -3.1328 7.6967
Cl 3.9192 -0.3868 7.7469
Cl 3.6645 -1.9688 5.3204
H 2.6736 -2.3505 7.4191
C 7.5842 -5.7348 7.3683
Cl 7.2843 -6.2940 5.7167
Cl 6.9133 -6.8756 8.5425
Cl 9.3158 -5.5072 7.6428
H 7.0878 -4.7745 7.5000
C -2.2300 -1.9280 -7.5415
Cl -1.8816 -1.4233 -5.8764
Cl -2.9245 -3.5546 -7.5689
Cl -3.3173 -0.7754 -8.3197
H -1.2946 -1.9457 -8.0961
C -5.7552 -5.3695 -2.0997
Cl -5.1478 -4.5006 -3.5161
Cl -6.3682 -4.2321 -0.8914
Cl -7.0140 -6.5187 -2.5678
H -4.9307 -5.9253 -1.6594
C -0.9254 2.7731 9.0445
Cl 0.3008 1.7774 9.8402
Cl -2.5235 2.4631 9.7367
Cl -0.5137 4.4884 9.1740
H -0.9515 2.5062 7.9908
C 4.7527 9.8109 -4.4741
Cl 5.1310 10.8304 -5.8679
Cl 3.0163 9.8354 -4.1376
Cl 5.3098 8.1532 -4.7461
H 5.2746 10.2089 -3.6073
C 1.7919 6.0954 12.0172
Cl 3.4893 5.8136 11.6066
Cl 0.9994 4.5786 12.4614
Cl 1.6568 7.2755 13.3272
H 1.2907 6.4989 11.1405
*
```



2.
C18H42N7O9S3 | ωB97M-V/def2-TZVPD

Computed properties:
LUMO energy in eV: 2.09
Frontier orbital gap in eV: 6.68
HOMO level in eV: -4.58

Structure (ORCA input):
```
! RIJCOSX wB97M-V def2-TZVPD def2/J DEFGRID3
* xyz -1 1
C 0.4979 -1.3855 -0.3699
C 0.1038 0.0333 -0.5163
C 0.3815 0.6599 -1.8265
N -0.4235 0.6496 0.4943
S -1.9846 1.1499 0.3920
O -2.2950 1.6690 1.6827
O -2.1224 2.1413 -0.6456
N -2.9527 -0.1488 0.2159
S -3.3364 -0.5052 -1.2896
O -4.0851 0.4844 -1.9972
O -2.2559 -1.0479 -2.0736
S -4.6919 -2.0999 -1.0321
H 1.5915 -1.4311 -0.3885
H 0.1155 -1.7879 0.5511
H 0.1588 -1.9320 -1.2441
H 0.4365 1.7376 -1.7729
H -0.3644 0.4056 -2.5724
H 1.3261 0.2793 -2.2100
H -3.8131 -3.1126 -0.9785
C 1.9279 -2.0814 3.4385
O 1.3926 -2.5511 2.4563
N 1.2696 -1.5250 4.4706
C 1.9535 -0.9816 5.6261
C -0.1855 -1.4677 4.4154
H 3.0274 -2.0672 3.5640
H 1.6238 -1.5063 6.5216
H 1.7189 0.0790 5.7299
H 3.0312 -1.0987 5.5192
H -0.5905 -2.4782 4.3326
H -0.5010 -0.9003 3.5383
H -0.5675 -0.9916 5.3153
C -0.4556 -2.1667 8.1344
O -0.2829 -0.9636 8.1249
N -1.5564 -2.7793 8.6044
C -1.7046 -4.2204 8.5843
C -2.6287 -1.9618 9.1464
H 0.2977 -2.8738 7.7422
H -2.5776 -4.4947 7.9888
H -1.8360 -4.5939 9.6025
H -0.8221 -4.6841 8.1493
H -2.9925 -1.2758 8.3814
H -2.2558 -1.3721 9.9846
H -3.4435 -2.5981 9.4820
C 0.6546 4.2165 -3.1851
O 1.1496 3.1130 -3.0949
N 1.3474 5.3566 -3.4002
C 0.6953 6.6455 -3.4949
C 2.7892 5.2780 -3.5381
H -0.4326 4.3775 -3.0923
H 0.8935 7.0917 -4.4729
H 1.0739 7.3121 -2.7165
H -0.3790 6.5328 -3.3697
H 3.0460 4.6309 -4.3783
H 3.2244 4.8506 -2.6336
H 3.1990 6.2715 -3.7051
C -5.8801 -0.0862 -6.2832
O -6.6684 -0.1348 -7.2166
N -4.5562 0.0737 -6.4097
C -3.6645 0.1239 -5.2576
C -3.9998 0.2002 -7.7418
H -6.2054 -0.1725 -5.2341
H -3.1407 1.0808 -5.2425
H -2.9359 -0.6855 -5.3263
H -4.2215 0.0158 -4.3308
H -4.4370 1.0636 -8.2468
H -4.2331 -0.6904 -8.3283
H -2.9215 0.3227 -7.6785
C 4.1420 -1.6253 -2.2987
O 3.2166 -1.6102 -1.5156
N 5.3184 -0.9953 -2.1030
C 6.3913 -1.0442 -3.0724
C 5.5026 -0.2432 -0.8731
H 4.0926 -2.1675 -3.2597
H 7.2813 -1.4890 -2.6201
H 6.6320 -0.0339 -3.4116
H 6.0957 -1.6429 -3.9313
H 5.3896 -0.9062 -0.0145
H 4.7457 0.5385 -0.8016
H 6.4931 0.2054 -0.8601
*
```



3.
C31H44N4P2W | ωB97M-V/def2-TZVPD

Computed properties:
LUMO energy (spin up / spin down) in eV: -7.20 / -9.80
Frontier orbital gap (spin up / spin down) in eV: 5.64 / 2.85
Energy relative to the best compared isomer or geometry (same formula, charge and spin) in kcal per mole: 0.0
HOMO level (spin up / spin down) in eV: -12.84 / -12.65

Structure (ORCA input):
```
! RIJCOSX wB97M-V def2-TZVPD def2/J DEFGRID3
* xyz 2 3
W 1.1931 2.3372 3.9590
C 1.2760 0.1723 4.4763
C 1.7160 0.2944 3.1622
C 0.8846 -0.0295 1.9320
C 0.1471 1.2014 1.3506
C -0.3845 2.1552 2.3973
C -0.9700 1.8034 3.6090
C -1.2500 0.3793 4.0594
C -0.1142 -0.2246 4.9209
C 0.8657 4.3806 4.1411
H 2.0366 0.1198 5.2531
H 2.7903 0.3603 3.0063
H 0.1714 -0.8242 2.1677
H 1.5473 -0.4318 1.1589
H 0.8446 1.7648 0.7213
H -0.6676 0.8686 0.6893
H -0.5286 3.1777 2.0530
H -1.5047 2.5851 4.1434
H -1.4431 -0.2519 3.1875
H -2.1715 0.3752 4.6509
H -0.2356 0.1182 5.9540
H -0.2082 -1.3211 4.9446
H 1.2172 4.7545 5.1081
H -0.1962 4.6330 4.0258
H 1.4323 4.8977 3.3556
P -1.9619 -0.0606 -3.9416
P 0.4607 -1.9789 -3.2105
N -3.5545 0.0697 -3.2372
N -2.1598 0.6897 -5.4910
N -0.1438 -3.1428 -2.0779
N 1.9465 -2.7084 -3.7667
C -2.0278 -1.8414 -4.4482
C -0.6085 -2.3808 -4.6689
C -3.7058 0.3115 -1.8721
C -5.0172 0.0801 -1.5328
C -5.7007 -0.3178 -2.7228
C -4.7850 -0.3253 -3.7496
C -1.6504 1.9664 -5.7352
C -2.0221 2.3507 -6.9979
C -2.7886 1.2841 -7.5601
C -2.8641 0.2818 -6.6255
C -0.0652 -2.9081 -0.7038
C -0.5297 -4.0170 -0.0441
C -0.9081 -4.9749 -1.0342
C -0.6628 -4.4249 -2.2676
C 2.2284 -4.0401 -4.0493
C 3.4108 -4.0895 -4.7510
C 3.8719 -2.7480 -4.9226
C 2.9598 -1.9207 -4.3123
H -2.6329 -1.9005 -5.3603
H -2.5253 -2.4374 -3.6779
H -0.6008 -3.4702 -4.7908
H -0.1915 -1.9399 -5.5789
H -2.8557 0.6243 -1.2838
H -5.4474 0.2011 -0.5483
H -6.7530 -0.5501 -2.8161
H -4.8961 -0.5589 -4.7968
H -1.0693 2.4656 -4.9736
H -1.7680 3.2869 -7.4750
H -3.2286 1.2549 -8.5476
H -3.3432 -0.6839 -6.6730
H 0.3154 -1.9637 -0.3431
H -0.6018 -4.1312 1.0284
H -1.3236 -5.9576 -0.8573
H -0.8226 -4.8265 -3.2563
H 1.5707 -4.8257 -3.7126
H 3.9061 -4.9906 -5.0871
H 4.7790 -2.4332 -5.4191
H 2.9216 -0.8463 -4.2072
C 2.2745 2.1682 7.1630
C 3.1596 3.0700 6.3010
C 4.5861 3.1116 6.8613
C 3.1777 2.6007 4.8305
H 2.6675 1.1311 7.1890
H 1.2370 2.1635 6.7645
H 2.2403 2.5532 8.2045
H 2.7587 4.0961 6.3638
H 5.0433 2.0986 6.8470
H 5.2160 3.7980 6.2562
H 4.5767 3.4826 7.9094
H 3.7459 3.3282 4.2129
H 3.7135 1.6309 4.7688
*
```